# 1
Entry from OMol25: C3H7NOS in the gas phase (ωB97M-V/def2-TZVPD).

SMILES string   C=C[S@@](=C)(N)=O
Calculated total energy   -17592.839 eV
Energy relative to the best compared isomer or geometry (same formula, charge and spin)   491.1 kJ/mol

Cartesian coordinates (Å):
1 C 1.45 1.64 0.10
2 C 0.60 0.79 0.70
3 S 0.07 -0.81 0.06
4 C -1.26 -1.68 0.52
5 N -0.51 -0.12 -1.39
6 O 1.22 -1.58 -0.33
7 H 1.57 2.64 0.43
8 H 2.00 1.50 -0.79
9 H 0.15 0.93 1.61
10 H -1.08 -2.49 1.20
11 H -2.08 -1.12 0.73
12 H -0.79 0.83 -1.24
13 H -1.34 -0.53 -1.62

# 2
Entry from OMol25: a 11-piece molecular cluster, C75H162N7O23P4 overall (ωB97M-V/def2-TZVPD).

⟨S²⟩   15.779
2S+1   8
Calculated total energy   -175072.828 eV

Cartesian coordinates (Å):
1 C 0.15 0.40 -4.66
2 O -0.52 -0.85 -4.24
3 P -0.18 -2.29 -4.79
4 O -0.93 -3.39 -4.20
5 O -0.33 -2.15 -6.37
6 C -1.67 -2.20 -6.91
7 O 1.35 -2.43 -4.57
8 C 2.10 -3.59 -5.02
9 H 0.10 0.47 -5.77
10 H 1.23 0.25 -4.44
11 H -0.36 1.20 -4.10
12 H -2.00 -1.16 -6.78
13 H -2.36 -2.81 -6.34
14 H -1.56 -2.51 -7.94
15 H 3.12 -3.46 -4.77
16 H 2.09 -3.53 -6.11
17 H 1.69 -4.50 -4.67
18 C -3.18 8.39 -1.11
19 O -1.78 8.27 -1.22
20 P -1.11 7.50 -2.46
21 O 0.35 7.73 -2.62
22 O -1.98 7.73 -3.76
23 C -1.68 8.71 -4.76
24 O -1.47 5.99 -2.23
25 C -0.62 5.06 -1.53
26 H -3.78 7.64 -1.59
27 H -3.46 9.31 -1.64
28 H -3.46 8.47 -0.04
29 H -0.60 8.78 -4.88
30 H -2.06 9.65 -4.44
31 H -2.10 8.39 -5.76
32 H -0.38 4.22 -2.18
33 H -1.14 4.79 -0.64
34 H 0.24 5.67 -1.24
35 C 6.49 -3.60 3.44
36 O 5.44 -3.51 4.44
37 P 4.32 -2.30 4.25
38 O 4.20 -1.65 2.94
39 O 4.50 -1.33 5.47
40 C 5.50 -0.23 5.47
41 O 3.07 -3.09 4.63
42 C 1.77 -2.44 4.37
43 H 6.15 -3.28 2.47
44 H 6.77 -4.64 3.44
45 H 7.33 -2.97 3.73
46 H 5.12 0.50 6.21
47 H 5.62 0.23 4.47
48 H 6.44 -0.63 5.79
49 H 1.32 -2.30 5.37
50 H 1.16 -3.08 3.67
51 H 1.92 -1.46 3.90
52 C 4.65 1.86 2.68
53 O 4.18 1.65 1.32
54 P 5.38 1.49 0.22
55 O 6.68 1.94 0.69
56 O 5.41 -0.11 -0.24
57 C 6.25 -1.02 0.49
58 O 4.64 2.26 -0.95
59 C 5.55 2.42 -2.08
60 H 4.27 1.04 3.31
61 H 4.30 2.89 2.96
62 H 5.76 1.97 2.70
63 H 7.27 -0.73 0.34
64 H 6.23 -2.01 0.08
65 H 5.94 -0.99 1.55
66 H 5.57 1.58 -2.72
67 H 6.59 2.57 -1.76
68 H 5.21 3.30 -2.63
69 C 2.31 1.80 5.85
70 C 1.09 2.47 6.55
71 C 0.25 1.35 7.14
72 C 0.91 0.85 8.43
73 C 1.21 1.93 9.45
74 C 2.08 3.01 8.93
75 N 1.51 3.45 7.61
76 O 2.10 4.44 7.03
77 C 1.87 4.37 9.65
78 C 3.61 2.64 9.00
79 C 0.35 3.45 5.56
80 H 1.87 0.97 5.33
81 H 2.93 1.31 6.66
82 H 3.01 2.42 5.23
83 H -0.76 1.76 7.29
84 H 0.09 0.51 6.42
85 H 1.81 0.40 8.08
86 H 0.31 0.16 9.03
87 H 1.52 1.54 10.39
88 H 0.33 2.55 9.72
89 H 2.20 4.25 10.67
90 H 2.46 5.17 9.20
91 H 0.77 4.50 9.59
92 H 4.30 3.36 8.50
93 H 3.82 2.44 10.07
94 H 3.97 1.65 8.67
95 H 0.93 4.16 4.95
96 H -0.31 4.05 6.23
97 H -0.23 2.73 4.99
98 C -3.81 3.59 -3.13
99 C -4.29 2.65 -1.94
100 C -5.78 2.41 -2.20
101 C -6.07 1.20 -3.04
102 C -5.29 -0.07 -2.69
103 C -3.75 0.03 -2.80
104 N -3.48 1.38 -2.12
105 O -2.18 1.69 -2.13
106 C -2.90 -1.05 -2.12
107 C -3.39 0.10 -4.26
108 C -4.04 3.13 -0.52
109 H -2.74 3.54 -3.29
110 H -4.06 4.59 -2.90
111 H -4.22 3.21 -4.08
112 H -6.29 2.21 -1.25
113 H -6.14 3.32 -2.70
114 H -5.90 1.53 -4.09
115 H -7.16 1.06 -3.04
116 H -5.68 -0.92 -3.26
117 H -5.58 -0.27 -1.62
118 H -3.30 -2.01 -2.44
119 H -1.92 -0.88 -2.54
120 H -2.97 -0.90 -1.06
121 H -2.44 0.59 -4.46
122 H -3.34 -0.94 -4.64
123 H -4.15 0.62 -4.84
124 H -4.62 4.02 -0.41
125 H -2.99 3.16 -0.28
126 H -4.45 2.31 0.01
127 C 6.21 -7.75 -0.97
128 C 4.85 -7.52 -0.42
129 C 4.95 -6.65 0.89
130 C 3.57 -6.11 1.25
131 C 3.30 -5.00 0.23
132 C 3.29 -5.47 -1.26
133 N 4.18 -6.68 -1.45
134 O 4.10 -7.19 -2.69
135 C 1.87 -5.92 -1.67
136 C 3.90 -4.37 -2.06
137 C 4.09 -8.82 -0.21
138 H 6.80 -6.81 -0.95
139 H 6.22 -8.17 -1.96
140 H 6.80 -8.46 -0.39
141 H 5.30 -7.28 1.71
142 H 5.75 -5.98 0.57
143 H 3.67 -5.59 2.23
144 H 2.71 -6.76 1.27
145 H 4.03 -4.24 0.10
146 H 2.31 -4.60 0.30
147 H 1.80 -6.41 -2.67
148 H 1.38 -6.65 -1.04
149 H 1.14 -5.11 -1.82
150 H 3.09 -3.58 -2.11
151 H 4.75 -3.92 -1.52
152 H 4.28 -4.55 -3.03
153 H 3.01 -8.67 0.04
154 H 4.54 -9.41 0.63
155 H 4.06 -9.56 -1.03
156 C -7.91 1.65 3.44
157 C -6.69 0.77 4.03
158 C -7.24 -0.52 4.60
159 C -7.43 -1.63 3.60
160 C -6.28 -1.83 2.72
161 C -5.72 -0.51 1.97
162 N -5.71 0.63 2.93
163 O -4.96 1.56 2.71
164 C -4.35 -0.62 1.33
165 C -6.85 -0.28 0.81
166 C -6.05 1.60 5.11
167 H -7.50 2.70 3.26
168 H -8.76 1.68 4.21
169 H -8.45 1.39 2.57
170 H -6.50 -0.86 5.32
171 H -8.23 -0.26 5.05
172 H -8.21 -1.24 2.90
173 H -7.80 -2.59 3.94
174 H -6.63 -2.43 1.88
175 H -5.48 -2.38 3.20
176 H -3.50 -0.55 2.03
177 H -4.33 -1.66 0.96
178 H -4.23 0.09 0.49
179 H -6.87 0.66 0.29
180 H -6.64 -1.22 0.24
181 H -7.82 -0.30 1.30
182 H -5.51 2.46 4.72
183 H -5.45 0.94 5.75
184 H -6.97 1.95 5.55
185 C 4.35 6.78 -6.91
186 C 4.49 5.40 -6.19
187 C 4.91 5.62 -4.76
188 C 3.68 6.05 -3.85
189 C 2.64 4.99 -3.87
190 C 2.04 4.70 -5.29
191 N 3.16 4.62 -6.29
192 O 2.87 4.38 -7.43
193 C 1.40 3.28 -5.34
194 C 0.91 5.66 -5.74
195 C 5.42 4.44 -6.86
196 H 3.77 7.50 -6.36
197 H 3.89 6.50 -7.87
198 H 5.29 7.31 -6.98
199 H 5.38 4.75 -4.35
200 H 5.75 6.35 -4.68
201 H 3.30 6.95 -4.34
202 H 3.99 6.23 -2.81
203 H 1.88 5.39 -3.17
204 H 2.93 4.06 -3.44
205 H 2.14 2.58 -5.08
206 H 0.65 3.33 -4.56
207 H 0.99 3.11 -6.31
208 H 1.25 6.64 -5.60
209 H 0.76 5.41 -6.82
210 H 0.02 5.43 -5.19
211 H 6.40 4.71 -6.45
212 H 5.46 4.59 -7.92
213 H 5.06 3.49 -6.61
214 C -5.91 -5.87 0.98
215 C -4.82 -5.24 0.10
216 C -3.70 -4.62 1.02
217 C -2.48 -4.15 0.25
218 C -1.91 -5.32 -0.54
219 C -2.90 -6.11 -1.35
220 N -4.20 -6.14 -0.81
221 O -5.12 -6.81 -1.51
222 C -2.94 -5.29 -2.73
223 C -2.51 -7.62 -1.58
224 C -5.49 -4.04 -0.67
225 H -6.38 -5.18 1.70
226 H -5.37 -6.52 1.65
227 H -6.55 -6.39 0.31
228 H -4.13 -3.70 1.44
229 H -3.50 -5.33 1.82
230 H -1.72 -3.65 0.83
231 H -2.79 -3.34 -0.40
232 H -1.54 -6.05 0.18
233 H -1.09 -4.96 -1.16
234 H -3.87 -5.55 -3.26
235 H -2.79 -4.23 -2.63
236 H -2.02 -5.47 -3.35
237 H -2.84 -8.00 -0.61
238 H -3.08 -8.14 -2.39
239 H -1.45 -7.70 -1.64
240 H -6.40 -4.30 -1.23
241 H -4.83 -3.54 -1.41
242 H -5.89 -3.28 0.06
243 C 0.85 1.08 2.35
244 C -0.01 0.94 1.15
245 C 0.45 1.91 -0.11
246 C 1.51 1.24 -0.98
247 C 1.12 -0.16 -1.41
248 C 0.86 -1.02 -0.14
249 N -0.17 -0.42 0.72
250 O -0.85 -1.18 1.41
251 C 0.42 -2.46 -0.77
252 C 2.21 -1.26 0.58
253 C -1.48 1.52 1.65
254 H 0.68 1.96 2.95
255 H 1.87 0.93 2.03
256 H 0.76 0.21 2.97
257 H -0.43 2.03 -0.79
258 H 0.84 2.80 0.33
259 H 2.49 1.35 -0.55
260 H 1.51 1.82 -1.87
261 H 1.80 -0.65 -2.07
262 H 0.16 -0.11 -1.92
263 H 0.56 -3.23 0.02
264 H -0.65 -2.44 -1.07
265 H 1.06 -2.71 -1.62
266 H 2.89 -1.88 0.03
267 H 2.41 -0.25 0.74
268 H 1.99 -1.60 1.57
269 H -1.49 2.61 1.72
270 H -1.62 1.01 2.62
271 H -2.25 1.27 0.96

- Which formula does entry 2 have?
  C75H162N7O23P4

- Among the records above, which one has the lowest calculated total energy?
  C75H162N7O23P4